ORCA calculation (the ωB97M-V functional and the def2-TZVPD basis) on an isolated molecule of C4H7NO in a non-equilibrium geometry.

The geometry in XYZ format:
```
13
Properties=species:S:1:pos:R:3:forces:R:3:mulliken_charge:R:1
C 2.016657 -0.284985 0.245781 0.3 -0.1 0.0 -1.033
C 0.572498 -0.196326 -0.032063 -1.1 -0.4 -0.1 0.565
N -0.290029 0.680602 0.439605 0.7 2.2 2.4 -0.167
C -1.611334 0.588269 -0.137895 0.0 -0.5 -0.5 -0.335
C -1.527348 -0.894050 -0.385882 -0.8 -0.5 -0.5 -0.585
O -0.079523 -1.087901 -0.663642 0.5 -0.3 -0.6 -0.207
H 2.179417 -0.637103 1.271624 0.0 0.0 -0.1 0.294
H 2.516023 0.681141 0.130492 -0.1 -0.1 0.0 0.324
H 2.452927 -1.007286 -0.445496 0.0 0.1 0.1 0.298
H -2.400796 0.863421 0.569500 0.3 -0.1 -0.1 0.285
H -1.638756 1.298453 -0.993838 -0.2 -0.1 -0.1 0.177
H -2.031786 -1.212320 -1.292233 0.0 -0.2 -0.1 0.150
H -0.157952 1.208081 1.294048 0.5 0.1 -0.5 0.233
```
Positions in Å, forces in eV/Å.

* LUMO level: 0.02736 Eh
* 2S+1: 1
* electronic energy: -286.49116 a.u.
* maximum force: 0.0648 hartree/bohr
* ΔE to the lowest compared entry with this formula, charge and spin: 3.823 eV



ORCA calculation (the ωB97M-V functional and the def2-TZVPD basis) on a cluster of 2 separate species, C5H11N2 in total in a non-equilibrium geometry.

The geometry in XYZ format:
```
18
Properties=species:S:1:pos:R:3:forces:R:3:mulliken_charge:R:1
C 0.913852 -0.909340 1.155961 -0.2 -1.0 0.7 0.055
C -0.185194 0.483994 -1.476743 -1.1 -0.5 -0.5 0.160
C 0.157216 0.610447 -0.074682 1.6 -0.2 3.3 -0.209
C -1.047352 1.536849 -2.171259 1.8 0.9 1.1 -1.127
C -0.537910 -2.018360 2.827986 0.6 -2.2 1.1 -0.785
N 0.597314 -1.665066 2.107788 1.9 3.1 -3.4 -0.203
N 1.242867 0.831331 -1.143191 0.9 0.7 -1.2 -0.320
H -0.005151 1.584028 0.520168 0.1 -1.6 -1.2 0.264
H 1.918701 -0.966936 0.688548 -0.6 0.2 0.4 0.292
H -0.363383 -0.539394 -1.813024 0.5 0.2 -0.1 0.360
H -2.033771 1.462757 -1.747039 -0.4 0.3 0.3 0.294
H -1.141344 1.392546 -3.220054 0.1 -0.2 -0.9 0.372
H -0.554622 2.551068 -1.992239 -1.1 -1.1 -0.1 0.291
H -0.788991 -3.005906 2.446429 -0.5 0.0 0.1 0.294
H -0.404539 -2.129569 3.902940 1.0 -0.3 0.0 0.295
H -1.306797 -1.361261 2.819567 -2.7 2.1 -0.9 0.366
H 2.141262 0.332792 -1.432749 -1.9 -0.1 0.9 0.319
H 1.397843 1.810018 -1.398405 0.0 -0.2 0.4 0.282
```
Positions in Å, forces in eV/Å.

* net charge: +1
* LUMO level: -0.11466 Eh
* 2S+1: 1
* electronic energy: -306.21349 a.u.
* maximum force: 0.0970 hartree/bohr
* ΔE to the lowest compared entry with this formula, charge and spin: 4.626 eV



Question: The lowest LUMO level belongs to which entry?
Answer: C5H11N2



Question: Among the records above, which one has the highest LUMO level?
Answer: C4H7NO